2 unconnected molecules or ions with the total composition C36H31Br2FN2O2 in a non-equilibrium geometry. Source: OMol25; level of theory: ωB97M-V/def2-TZVPD.

```
74
Properties=species:S:1:pos:R:3
F 1.99 0.78 -0.51
C 1.56 -0.06 -1.49
C 1.21 0.76 -2.73
C 1.59 2.09 -2.81
C 1.32 2.83 -3.94
C 0.67 2.25 -5.01
C 0.28 0.93 -4.94
C 0.54 0.20 -3.80
C 2.69 -1.06 -1.79
C 3.23 -1.20 -3.06
C 4.24 -2.11 -3.30
C 4.72 -2.90 -2.28
C 4.21 -2.74 -1.01
C 3.21 -1.83 -0.77
C 0.29 -0.79 -0.94
C -0.88 0.18 -0.69
C -2.14 -0.48 -1.29
C -1.69 -1.87 -1.78
N -0.21 -1.87 -1.84
C 0.47 -3.13 -1.94
C 0.69 -3.95 -0.84
C 1.36 -5.13 -1.01
N 1.86 -5.57 -2.15
C 1.64 -4.78 -3.20
C 0.97 -3.59 -3.15
H 2.09 2.53 -1.97
H 1.60 3.87 -3.99
H 0.46 2.83 -5.90
H -0.26 0.48 -5.76
H 0.20 -0.82 -3.72
H 2.88 -0.58 -3.86
H 4.66 -2.21 -4.29
H 5.51 -3.61 -2.46
H 4.60 -3.34 -0.20
H 2.83 -1.69 0.23
H 0.57 -1.26 0.00
H -1.00 0.40 0.38
H -0.68 1.16 -1.15
H -2.94 -0.56 -0.55
H -2.54 0.11 -2.12
H -2.01 -2.67 -1.10
H -2.09 -2.11 -2.77
H 0.31 -3.66 0.12
H 1.52 -5.78 -0.15
H 2.04 -5.13 -4.14
H 0.84 -3.00 -4.04
C -6.63 3.18 4.39
O -6.26 2.13 3.53
C -4.92 1.78 3.59
C -3.97 2.42 4.41
C -2.66 2.04 4.38
C -2.21 1.02 3.52
C -0.83 0.65 3.44
C 0.25 1.51 3.59
C 1.59 0.99 3.63
C 2.65 1.82 3.63
Br 4.40 1.16 3.65
C 2.50 3.26 3.60
O 3.47 4.01 3.57
C 1.15 3.76 3.59
Br 0.95 5.61 3.51
C 0.09 2.94 3.60
C -3.18 0.34 2.74
C -4.49 0.72 2.77
H -7.68 3.41 4.21
H -6.51 2.86 5.43
H -6.03 4.07 4.19
H -4.28 3.20 5.07
H -1.96 2.49 5.06
H -0.61 -0.37 3.18
H 1.75 -0.07 3.66
H -0.89 3.37 3.54
H -2.86 -0.46 2.10
H -5.22 0.23 2.15
```

The lowest unoccupied orbital energy comes out at -1.4 eV. For the orbital gap, the calculation gives 0.2504 Ha. The calculation puts the relative energy (zero: lowest compared OMol25 entry of this formula, charge and spin) at 0.0 kJ/mol. The calculated total energy is -6898.2635 a.u. Its SMILES is FC(c1ccccc1)(c1ccccc1)[C@H]1CCCN1c1ccncc1.COc1ccc(C=C2C=C(Br)C(=O)C(Br)=C2)cc1. The calculation puts the highest occupied orbital energy at -8.21 eV.



2 unconnected molecules or ions with the total composition C5H11N4 in a non-equilibrium geometry. Source: OMol25; level of theory: ωB97M-V/def2-TZVPD.

```
20
Properties=species:S:1:pos:R:3
C -0.81 -1.92 -1.97
C -0.17 -0.84 -2.46
C 0.49 -1.38 -0.31
C 1.33 0.79 -1.30
C -1.23 1.52 2.73
N -0.40 -2.24 -0.73
N 0.66 -0.46 -1.35
N 0.88 0.97 1.65
N -0.28 0.88 1.84
H -1.55 -2.36 -2.63
H -0.27 -0.34 -3.43
H 2.28 0.81 -0.72
H 1.52 0.92 -2.39
H 0.72 1.45 -0.80
H -1.56 0.72 3.53
H -0.80 2.34 3.35
H -2.03 1.75 2.18
H -0.96 -2.96 -0.26
H 1.30 1.64 2.41
H 0.89 -1.28 0.70
```

The lowest unoccupied orbital energy comes out at -3.0 eV. For the orbital gap, the calculation gives 0.3413 Ha. The calculation puts the relative energy (zero: lowest compared OMol25 entry of this formula, charge and spin) at 310.1 kJ/mol. The calculated total energy is -415.8051 a.u. Its net charge is +1. The calculation puts the highest occupied orbital energy at -12.25 eV.



A single C5H5FO molecule. Source: OMol25; level of theory: ωB97M-V/def2-TZVPD.

```
12
Properties=species:S:1:pos:R:3
F 2.47 -0.77 0.02
C 1.70 0.39 0.00
C 0.27 0.00 -0.05
C -0.88 0.87 -0.01
C -1.97 0.07 0.01
O -1.58 -1.23 0.01
C -0.23 -1.27 -0.01
H 1.97 0.95 -0.88
H 1.90 0.98 0.90
H -0.88 1.94 0.02
H -3.04 0.29 0.04
H 0.29 -2.23 -0.06
```

The lowest unoccupied orbital energy comes out at 1.0 eV. For the orbital gap, the calculation gives 0.3661 Ha. The calculation puts the relative energy (zero: lowest compared OMol25 entry of this formula, charge and spin) at 7.0 kJ/mol. The calculated total energy is -368.5958 a.u. Its SMILES is FCc1ccoc1. The calculation puts the highest occupied orbital energy at -8.94 eV.



A molecular structure, C38H39As2N8O5V in a non-equilibrium geometry. Source: OMol25; level of theory: ωB97M-V/def2-TZVPD.

```
93
Properties=species:S:1:pos:R:3
V 0.50 0.34 -0.05
O -4.76 0.75 5.87
C -3.47 0.86 6.20
O -3.13 1.08 7.32
C -2.44 0.70 5.10
C -2.69 0.91 3.76
C -1.66 0.81 2.84
C -0.36 0.50 3.23
C -0.11 0.32 4.59
C -1.14 0.41 5.51
N 0.62 0.44 2.21
C 1.84 0.21 2.54
C 2.92 0.17 1.59
C 4.23 -0.03 2.02
C 5.25 -0.07 1.08
C 4.93 0.13 -0.25
C 3.61 0.34 -0.60
N 2.62 0.35 0.29
H -4.92 0.49 4.96
H -3.68 1.18 3.41
H -1.84 0.98 1.79
H 0.87 0.10 4.98
H -0.95 0.27 6.56
H 2.13 0.05 3.58
H 4.43 -0.16 3.07
H 6.27 -0.25 1.39
H 5.69 0.10 -1.02
H 3.34 0.49 -1.63
N 0.02 -1.44 -3.11
C 0.37 -0.16 -3.31
N 0.35 0.29 -4.55
C 0.81 1.52 -4.75
N 0.77 2.03 -5.97
N 1.33 2.29 -3.76
C 1.23 1.79 -2.56
N 0.70 0.60 -2.22
C 1.67 2.66 -1.45
C 2.44 3.80 -1.68
C 2.74 4.62 -0.61
C 2.22 4.30 0.64
C 1.47 3.15 0.78
N 1.21 2.33 -0.24
H -0.07 -1.97 -3.96
H 0.60 -1.88 -2.39
H 0.44 1.47 -6.74
H 1.17 2.93 -6.16
H 2.76 4.01 -2.69
H 3.35 5.50 -0.75
H 2.40 4.94 1.49
H 1.05 2.88 1.74
C -2.96 2.65 0.44
As -1.52 1.97 -0.73
C -1.22 3.67 -1.66
C -2.66 0.97 -1.94
C -3.45 1.59 -2.91
C -4.38 0.85 -3.62
C -4.54 -0.50 -3.37
C -3.75 -1.12 -2.42
C -2.80 -0.39 -1.71
As -1.64 -1.20 -0.37
C -1.52 -3.06 -0.97
C -3.00 -1.52 1.01
H -3.53 3.37 -0.14
H -2.57 3.13 1.33
H -3.63 1.83 0.72
H -2.19 4.07 -1.93
H -0.60 3.57 -2.54
H -0.75 4.36 -0.96
H -3.34 2.65 -3.11
H -4.99 1.34 -4.37
H -5.28 -1.07 -3.91
H -3.87 -2.18 -2.22
H -1.74 -3.11 -2.03
H -2.25 -3.66 -0.42
H -0.54 -3.48 -0.78
H -3.52 -0.60 1.28
H -2.54 -1.95 1.90
H -3.72 -2.22 0.59
O 3.30 -4.31 -1.56
C 2.72 -4.63 -0.40
C 2.91 -5.93 0.09
C 2.31 -6.32 1.27
C 1.51 -5.44 2.00
C 1.32 -4.16 1.54
C 1.91 -3.74 0.34
C 1.64 -2.38 -0.18
O 2.06 -2.02 -1.30
O 0.92 -1.60 0.56
H 3.03 -3.39 -1.77
H 3.53 -6.60 -0.48
H 2.46 -7.33 1.62
H 1.04 -5.76 2.92
H 0.70 -3.46 2.08
```

The lowest unoccupied orbital energy (alpha / beta) comes out at -6.5 / -6.5 eV. For the orbital gap (alpha / beta), the calculation gives 0.2269 / 0.2265 Ha. The calculation puts the relative energy (zero: lowest compared OMol25 entry of this formula, charge and spin) at 69.7 kJ/mol. The calculated total energy is -7700.9907 a.u. Its spin multiplicity is 3. Its net charge is +2. The calculation puts the highest occupied orbital energy (alpha / beta) at -12.64 / -12.64 eV.